{"formula": "HIS2", "method": "ωB97M-V/def2-TZVPD", "spin_multiplicity": 1, "largest_force_ha_per_bohr": 0.087, "homo_lumo_gap_ev": [6.6, 6.6], "total_energy_ev": -29785.6075, "elements": ["S", "S", "I", "H"], "coordinates": [[-1.578, -0.195, -0.492], [0.552, -1.141, 0.865], [2.147, 0.542, 0.737], [-1.121, 0.794, -1.110]], "atomic_forces_ev_per_a": [[0.6, -3.4, 2.8], [-2.2, 1.0, -1.5], [0.1, 0.2, 0.0], [1.6, 2.3, -1.3]], "mulliken_charge": [-0.160, -0.123, 0.159, 0.124]}

=====

{"formula": "HN2O3S", "method": "ωB97M-V/def2-TZVPD", "charge": -1, "spin_multiplicity": 1, "largest_force_ha_per_bohr": 0.136, "homo_lumo_gap_ev": [7.3, 8.2], "total_energy_ev": -19970.1591, "elements": ["N", "N", "O", "O", "O", "S", "H"], "coordinates": [[1.098, -0.604, 1.536], [0.276, -0.688, -0.071], [0.114, -1.767, -0.558], [-1.639, 0.222, -1.376], [0.249, 1.764, -0.922], [-0.774, 0.840, -0.332], [0.677, 0.234, 1.724]], "atomic_forces_ev_per_a": [[-0.9, -3.5, -5.4], [2.9, -2.5, 5.8], [0.4, 1.6, -0.1], [0.2, 0.9, 1.2], [-1.3, -0.9, 1.1], [-0.1, 1.2, -3.3], [-1.2, 3.4, 0.7]], "mulliken_charge": [-0.415, 0.285, -0.413, -0.592, -0.569, 0.573, 0.131]}

=====

{"formula": "HN2O3S", "method": "ωB97M-V/def2-TZVPD", "charge": -1, "spin_multiplicity": 1, "largest_force_ha_per_bohr": 0.100, "homo_lumo_gap_ev": 8.3, "total_energy_ev": -19975.9143, "elements": ["N", "N", "O", "O", "O", "S", "H"], "coordinates": [[-2.288, -1.013, 0.522], [-1.833, -0.316, 1.248], [1.519, 1.563, -1.027], [0.746, -0.404, 0.596], [0.407, -0.427, -1.856], [0.379, 0.689, -0.848], [1.071, -0.093, 1.366]], "atomic_forces_ev_per_a": [[0.8, 1.4, 1.5], [-1.2, -1.4, -1.4], [1.0, 0.9, 0.4], [-1.5, -1.8, -4.6], [-0.4, 1.4, 1.2], [-0.4, -2.7, -0.9], [1.7, 2.4, 3.7]], "mulliken_charge": [-0.040, 0.040, -0.580, -0.595, -0.591, 0.528, 0.237]}

=====

{"formula": "HN2O4S", "method": "ωB97M-V/def2-TZVPD", "charge": -1, "spin_multiplicity": 3, "largest_force_ha_per_bohr": 0.106, "homo_lumo_gap_ev": [5.1, 7.2], "total_energy_ev": -22016.1764, "elements": ["N", "N", "O", "O", "O", "O", "S", "H"], "coordinates": [[-0.991, -0.287, 0.080], [0.812, 0.589, -1.661], [0.881, 1.607, -2.374], [-1.533, -1.719, 2.110], [1.932, -0.004, -1.363], [-0.014, 0.253, 2.323], [-0.825, -0.617, 1.547], [-0.263, 0.178, -0.663]], "atomic_forces_ev_per_a": [[-0.2, -1.5, 1.3], [2.6, -0.5, -0.6], [-1.9, 1.9, -0.9], [-0.2, -0.1, 0.6], [-0.6, -1.4, 1.2], [0.5, 0.0, 1.8], [0.3, 1.8, -5.1], [-0.6, -0.1, 1.7]], "mulliken_spin": [0.034, 0.827, 0.561, 0.004, 0.527, -0.001, 0.010, 0.038]}